(1)
DFT (wB97M-V/def2-TZVPD) results for 8 unconnected molecules or ions with the total composition H16O8.

Last column: Mulliken charge in e.
Element x y z (Å)
O 0.269 -1.624 1.786  -0.67
O -2.477 -1.003 1.351  -0.59
O -0.566 1.608 0.899  -0.65
O 0.737 -0.306 -0.469  -0.66
O -1.084 0.809 -2.275  -0.58
O 1.832 3.031 -2.386  -0.64
O -1.490 -3.340 -0.181  -0.63
O 2.588 1.965 -0.018  -0.72
H -0.203 -0.933 2.292  0.35
H -0.387 2.395 0.373  0.26
H 3.299 1.753 0.598  0.30
H 2.059 2.570 0.463  0.31
H -1.635 0.063 -2.410  0.28
H -0.223 0.794 0.471  0.42
H -0.109 -2.469 1.891  0.25
H 1.531 0.188 -0.281  0.30
H 0.963 3.241 -2.031  0.28
H 0.568 -0.949 0.213  0.40
H -2.014 -4.095 0.071  0.32
H -2.819 -1.563 2.045  0.29
H -0.393 0.334 -1.845  0.31
H -2.026 -1.571 0.791  0.34
H 2.199 2.562 -1.593  0.45
H -0.628 -3.467 0.248  0.30

Properties
- HOMO energy: -10.39 eV
- Relative energy (zero: lowest compared OMol25 entry of this formula, charge and spin): 61.30 kcal/mol
- SMILES: O.O.O.O.O.O.O.O

(2)
DFT (wB97M-V/def2-TZVPD) results for a molecular structure, C18H37OP3PtS.

Last column: Mulliken charge in e.
Element x y z (Å)
Pt -0.720 -0.342 1.248  1.11
S -1.362 1.321 -0.610  0.10
P 0.937 1.215 2.003  1.19
P -0.232 -1.950 2.945  0.53
P -2.042 -1.870 -0.031  0.82
O -2.995 0.699 3.070  -0.34
C 0.711 0.318 -2.127  -0.12
C 0.985 1.780 3.735  -1.35
C 1.672 0.440 -3.113  -1.03
C 0.217 -1.382 4.614  -1.27
C 0.892 2.687 -3.588  -0.33
C 1.184 -2.991 2.455  -1.20
C 0.887 4.446 -6.597  -0.10
C 1.870 3.533 -6.767  -0.28
C -0.068 2.576 -2.595  -0.74
C 1.765 1.619 -3.859  -0.21
C -2.619 -1.270 -1.654  -1.41
C -1.056 -3.342 -0.501  -1.23
C 2.603 0.517 1.696  -1.45
C -3.592 -2.545 0.645  -1.24
C -0.162 1.383 -1.838  1.01
C 0.977 2.797 1.101  -1.47
C -1.541 -3.147 3.367  -1.31
C -2.152 0.360 2.361  0.03
H 2.030 1.742 4.079  0.46
H -0.551 -0.701 4.999  0.39
H -0.058 -3.023 -0.827  0.28
H -0.968 -4.003 0.370  0.37
H -3.288 -0.414 -1.508  0.43
H 1.354 -3.746 3.237  0.47
H 1.681 2.575 -7.260  0.35
H 0.974 -3.485 1.498  0.31
H 2.345 -0.406 -3.306  0.47
H 0.445 -0.720 0.063  -0.29
H -2.458 -2.618 3.654  0.40
H 1.313 2.630 0.072  0.32
H 2.504 1.716 -4.659  0.46
H 2.902 3.760 -6.476  0.36
H -1.756 -0.961 -2.252  0.29
H -3.491 -2.832 1.695  0.29
H 1.678 3.454 1.636  0.55
H 1.193 -0.887 4.607  0.38
H 0.265 -2.265 5.268  0.55
H 0.358 1.173 4.393  0.27
H -1.739 -3.816 2.524  0.39
H -4.383 -1.790 0.555  0.42
H -0.773 3.376 -2.366  0.51
H -3.882 -3.430 0.055  0.46
H -1.554 -3.880 -1.326  0.54
H -0.129 4.260 -6.956  0.33
H 0.955 3.596 -4.192  0.38
H 3.353 1.326 1.720  0.51
H 0.648 -0.600 -1.542  0.30
H 2.597 0.047 0.704  0.31
H -0.028 3.238 1.087  0.43
H 2.838 -0.234 2.466  0.39
H 2.070 -2.352 2.356  0.28
H -1.197 -3.744 4.225  0.57
H 0.638 2.822 3.763  0.46
H 1.106 5.427 -6.160  0.35
H -3.153 -2.086 -2.154  0.54

Properties
- HOMO energy (alpha / beta): -18.23 / -21.08 eV
- Relative energy (zero: lowest compared OMol25 entry of this formula, charge and spin): 0.00 kcal/mol
- Net charge: +4
- Multiplicity: 5

(3)
DFT (wB97M-V/def2-TZVPD) results for 2 unconnected molecules or ions with the total composition C4H15N2O2.

Last column: Mulliken charge in e.
Element x y z (Å)
O -3.027 -0.012 0.880  -0.62
O -0.501 2.073 -1.175  -0.56
N 1.219 1.359 0.528  -0.31
N 1.783 -0.992 -1.048  -0.57
C -0.147 0.585 0.604  0.20
C 0.785 -1.704 -0.146  -0.76
C -0.838 0.719 -0.782  -0.27
C 0.259 -0.858 0.967  -0.86
H 1.218 -2.666 0.145  0.47
H -1.904 0.626 -0.517  -0.06
H -0.710 1.136 1.357  0.46
H -3.540 0.638 0.401  0.30
H 1.507 -1.079 -2.015  0.19
H 1.061 -0.883 1.710  0.38
H 1.859 0.806 -0.065  0.27
H 1.152 2.336 0.273  0.38
H 2.721 -1.348 -0.925  0.22
H -0.472 0.035 -1.555  0.42
H -3.467 -0.606 1.484  0.28
H 0.020 -1.988 -0.893  0.40
H -0.573 -1.392 1.443  0.32
H 1.746 1.195 1.398  0.37
H -0.152 2.021 -2.068  0.35

Properties
- HOMO energy: -13.86 eV
- Relative energy (zero: lowest compared OMol25 entry of this formula, charge and spin): 36.60 kcal/mol
- Net charge: +1

(4)
DFT (wB97M-V/def2-TZVPD) results for a molecular structure, C15H30F5N8OSTeV.

Last column: Mulliken charge in e.
Element x y z (Å)
Te 2.777 0.010 -0.974  1.17
V 0.064 0.081 -0.164  0.73
S -1.561 -1.019 -1.394  -0.45
F 3.102 1.310 -2.303  -0.38
F 1.912 1.235 0.566  -0.56
F 1.181 -1.712 -0.354  -0.88
F 2.613 -1.117 -2.646  -0.58
F 4.311 1.047 -0.211  -0.50
O 0.933 0.451 -1.459  0.02
N -0.723 -2.778 2.465  0.15
N -0.891 1.723 0.317  0.09
N 1.374 -2.132 2.530  0.11
N -0.767 3.288 -1.492  0.10
N -0.233 -0.676 1.478  0.83
N -0.192 -1.356 -3.716  0.02
N -0.883 4.120 0.542  0.11
N -0.132 -3.086 -2.410  -0.06
C 1.416 -3.490 3.065  -0.62
C 0.628 -2.301 -4.485  -0.58
C -1.290 4.356 1.923  -1.10
C -0.852 2.983 -0.181  0.43
C -0.064 -3.837 3.228  -0.59
C -1.398 0.051 1.987  -1.20
C 0.654 -3.539 -3.565  -0.43
C 2.575 -1.336 2.479  -1.13
C -0.539 -1.846 -2.549  0.54
C -1.003 2.442 -2.642  -1.02
C -0.794 5.299 -0.319  -0.74
C 0.145 -1.821 2.124  0.04
C -1.132 1.531 1.751  -0.77
C -2.117 -2.888 2.077  -0.90
C -0.569 4.715 -1.706  -0.55
H -1.675 1.632 -2.382  0.34
H 1.931 -4.152 2.364  0.35
H 3.217 -1.648 1.655  0.25
H 0.179 -4.411 -4.012  0.34
H -1.719 5.876 -0.252  0.44
H -2.325 -0.226 1.474  0.32
H -2.284 -2.407 1.115  0.26
H -1.196 5.420 2.117  0.42
H -2.335 4.086 2.086  0.42
H -2.780 -2.454 2.827  0.31
H -1.520 -0.122 3.057  0.60
H 0.165 -2.496 -5.451  0.39
H -2.000 2.084 2.103  0.62
H 1.667 -3.797 -3.262  0.29
H -1.278 5.089 -2.443  0.37
H -1.464 3.053 -3.417  0.47
H -0.656 3.839 2.639  0.36
H 0.028 5.935 0.007  0.37
H -0.246 -3.627 -1.571  0.19
H 1.953 -3.511 4.011  0.36
H -0.350 -0.409 -4.015  0.20
H 0.438 4.902 -2.085  0.34
H 1.623 -1.892 -4.646  0.27
H -2.368 -3.943 1.977  0.38
H -0.238 1.814 2.313  0.30
H -0.073 2.041 -3.044  0.17
H -0.320 -4.815 2.825  0.38
H 2.336 -0.282 2.375  0.35
H -0.389 -3.806 4.270  0.37
H 3.136 -1.482 3.400  0.44

Properties
- HOMO energy: -15.01 eV
- Relative energy (zero: lowest compared OMol25 entry of this formula, charge and spin): 56.73 kcal/mol
- Net charge: +2

(5)
DFT (wB97M-V/def2-TZVPD) results for a molecular structure, C39H34ClGdN3SSi2.

Last column: Mulliken charge in e.
Element x y z (Å)
Gd 2.382 -2.101 0.654  0.45
Cl -3.501 2.133 1.837  -0.27
S 3.150 0.309 4.920  -0.09
Si 0.160 -0.070 0.164  -0.08
Si -4.661 3.500 0.825  0.35
N 3.164 -3.799 2.066  -0.15
N 4.246 -4.304 3.937  0.01
N 2.783 -1.058 2.766  0.01
C -4.804 2.076 -1.618  -0.09
C -2.446 -0.654 -0.695  -0.68
C 0.619 1.811 -1.934  -0.33
C 4.018 -0.747 -0.648  -0.58
C -3.050 -1.950 -2.650  -0.55
C 3.266 -6.087 0.995  -0.53
C 1.878 2.194 0.108  -0.65
C 0.908 1.448 -0.601  1.40
C 2.091 3.727 -1.755  -0.57
C 1.207 2.945 -2.504  -0.73
C -2.457 5.259 0.811  -0.48
C -5.534 2.637 -0.564  0.28
C 4.152 -5.495 3.194  0.52
C -3.919 5.456 -1.110  -0.14
C 2.533 0.149 3.321  -0.24
C 2.438 3.344 -0.453  -0.66
C 3.770 -1.316 4.857  -0.33
C -1.078 -0.858 -0.972  0.77
C 3.323 -2.723 -1.640  -0.75
C 3.659 -3.300 3.234  0.19
C 3.460 -1.916 3.657  -0.09
C -0.713 -1.676 -2.068  0.04
C -6.858 1.267 -2.617  -0.41
C 4.322 -3.041 -0.668  -0.38
C 4.610 -6.781 3.436  -1.00
C -1.697 -2.199 -2.914  -0.65
C -6.932 2.515 -0.543  -0.46
C -5.465 1.388 -2.641  -0.87
C -1.641 6.270 0.296  -0.57
C -3.587 4.828 0.102  0.50
C 4.744 -1.826 -0.046  -0.58
C -3.101 6.468 -1.626  -0.66
C 3.714 -7.395 1.228  -0.66
C -3.423 -1.200 -1.528  -0.59
C 4.363 -7.735 2.433  -0.43
C -7.591 1.831 -1.567  -0.54
C -1.962 6.875 -0.924  -0.45
C 3.484 -5.158 2.014  0.38
C 3.138 -1.304 -1.632  -0.55
H 4.303 -1.793 5.669  0.39
H -3.818 -2.365 -3.300  0.41
H 2.536 4.617 -2.196  0.42
H 0.340 -1.899 -2.267  0.14
H 4.688 -8.762 2.589  0.40
H 5.129 -7.031 4.360  0.39
H 4.133 0.314 -0.434  0.57
H 4.735 -4.187 4.816  0.23
H -0.758 6.588 0.852  0.39
H 0.982 3.205 -3.540  0.42
H -2.734 -0.051 0.169  0.26
H 2.819 -3.433 -2.297  0.38
H 2.483 -0.733 -2.288  0.75
H -5.622 4.118 1.765  -0.20
H 4.750 -4.028 -0.488  0.71
H -8.679 1.737 -1.547  0.38
H -7.370 0.729 -3.415  0.39
H -1.326 7.665 -1.325  0.40
H 5.528 -1.737 0.708  0.56
H 1.889 0.904 2.871  0.46
H 2.779 -5.772 0.065  0.43
H -0.460 0.242 1.500  -0.16
H -7.500 2.958 0.278  0.34
H -3.355 6.937 -2.579  0.38
H -4.478 -1.037 -1.294  0.52
H -0.052 1.192 -2.534  0.47
H -3.715 2.162 -1.645  0.61
H -2.211 4.803 1.772  0.29
H -4.815 5.155 -1.658  0.38
H 3.567 -8.158 0.465  0.40
H -1.406 -2.812 -3.769  0.42
H -4.886 0.942 -3.452  0.42
H 3.164 3.928 0.116  0.45
H 2.200 1.859 1.099  0.06

Properties
- HOMO energy (alpha / beta): -7.81 / -10.92 eV
- Relative energy (zero: lowest compared OMol25 entry of this formula, charge and spin): 0.00 kcal/mol
- Net charge: +1
- Multiplicity: 8

Strongest force on any atom (computed, eV/Å): 3.0, 4.8, 3.4, 6.0, 3.0